Record 1
A cluster of 3 separate species, C29H38Br2ClFN2O8 in total in a non-equilibrium geometry, computed with ωB97M-V/def2-TZVPD.

Element x y z (Å)
C1 -2.244130 3.711594 2.340654
C2 -1.332627 4.538196 3.377300
O1 -1.187991 5.763679 3.116029
O2 -0.719228 3.933009 4.510471
C3 0.731422 4.052994 4.456586
C4 1.480293 2.622150 4.392694
C5 0.631897 1.509886 3.611595
C6 1.365779 0.080672 3.570510
O3 0.468516 -0.869091 2.949428
C7 1.102670 -1.645533 1.912212
C8 2.330392 -2.566585 2.424866
C9 2.148734 -3.130374 3.908923
C10 3.055497 -4.403675 4.275517
Cl1 4.360220 -4.805809 3.059063
C11 1.635345 -0.777340 0.657039
O4 0.621048 -0.493554 -0.338719
C12 0.434025 0.924194 -0.537509
C13 1.678115 1.681175 -1.212840
Br1 2.554750 0.908064 -2.836884
C14 2.224620 2.906402 -0.724396
C15 3.477105 3.655122 -1.390599
Br2 1.429497 3.845380 0.857269
C16 -0.031878 -2.698226 1.406446
C17 -1.506954 -2.081777 1.384779
F1 0.346597 -3.364434 0.183248
H1 -3.138589 3.206302 2.834791
H2 -1.630458 2.884985 1.819054
H3 -2.604816 4.418511 1.510092
H4 1.075740 4.611978 5.398547
H5 1.059609 4.714378 3.574974
H6 2.507459 2.810339 3.935893
H7 1.588502 2.271538 5.476427
H8 -0.421481 1.443847 4.077448
H9 0.445144 1.795379 2.510420
H10 2.417447 0.109836 3.136218
H11 1.481485 -0.241648 4.675261
H12 2.416117 -3.413072 1.643751
H13 3.283427 -1.936024 2.276356
H14 1.029604 -3.283439 4.142123
H15 2.476767 -2.280442 4.619466
H16 3.573651 -4.173502 5.277451
H17 2.340568 -5.271705 4.503148
H18 2.416309 -1.449068 0.130334
H19 2.224335 0.160017 0.976192
H20 0.077135 1.383896 0.441899
H21 -0.457727 1.028998 -1.275882
H22 4.239724 2.942776 -1.846924
H23 3.074949 4.442154 -2.107596
H24 4.033539 4.216107 -0.549198
H25 -0.044592 -3.526005 2.212037
H26 -2.160783 -2.721502 0.681205
H27 -1.982167 -2.141100 2.430658
H28 -1.506398 -0.992385 1.056498
C18 0.911383 -2.206787 -3.778615
C19 0.740917 -3.137256 -2.760277
C20 0.444615 -4.460737 -3.067940
C21 0.325763 -4.841814 -4.403421
C22 0.488004 -3.912589 -5.428739
C23 0.781295 -2.590928 -5.110670
N1 0.038636 -6.239589 -4.733733
O5 -0.116185 -7.023558 -3.808794
O6 -0.026175 -6.544326 -5.915912
H29 1.148047 -1.176044 -3.533340
H30 0.841768 -2.831445 -1.726280
H31 0.314061 -5.176426 -2.263938
H32 0.392340 -4.200125 -6.469867
H33 0.912582 -1.859462 -5.901279
C24 -5.852655 3.075081 -4.302541
C25 -4.596914 3.553666 -4.664327
C26 -3.450928 2.977021 -4.128212
C27 -3.574883 1.916800 -3.232522
C28 -4.829057 1.437849 -2.860375
C29 -5.969628 2.022534 -3.399462
N2 -2.370672 1.289947 -2.684720
O7 -1.285276 1.749024 -3.019404
O8 -2.515679 0.341751 -1.927765
H34 -6.745099 3.524167 -4.727485
H35 -4.511741 4.375231 -5.367503
H36 -2.478399 3.358833 -4.418028
H37 -4.933324 0.616368 -2.160272
H38 -6.951004 1.655543 -3.118901

Forces on the atoms, in the same order (eV/Å):
0.4 -0.5 0.1
-0.3 3.4 -1.4
0.0 -4.6 1.4
-0.4 0.4 -2.6
1.6 0.4 0.2
-1.1 0.1 0.3
0.2 0.0 -0.8
-0.7 0.8 2.1
1.5 0.0 -0.8
0.1 -1.2 -1.4
-0.1 0.4 -0.9
0.5 1.3 0.0
-1.2 0.5 1.6
-1.0 0.1 0.8
1.1 -1.1 -0.1
0.9 1.4 0.8
-1.0 0.1 -1.4
0.7 2.7 2.3
-1.0 0.7 1.7
0.0 -2.6 -2.0
-0.5 0.4 1.5
0.7 -0.8 -1.6
-0.7 0.1 1.8
0.0 -0.4 -0.4
-0.5 1.2 1.7
1.3 0.7 -0.5
-0.8 1.2 1.0
0.6 -0.9 1.6
-0.6 -0.9 -1.3
-0.7 -1.0 1.2
-1.3 -0.4 0.6
0.1 0.4 -1.5
1.8 -0.2 -0.6
0.4 -0.2 1.7
-1.5 0.1 0.2
0.0 0.4 -1.6
-0.2 1.2 1.3
-1.2 -1.1 0.6
1.8 -0.1 -0.4
-0.6 -1.3 -1.1
-0.6 -0.5 -1.7
1.5 0.9 -0.9
-1.2 1.0 0.8
-1.1 -1.2 -0.3
1.0 -0.2 -1.2
1.9 -0.4 1.4
-1.4 0.9 0.4
0.7 -1.2 0.7
-1.0 -0.8 -1.3
0.1 1.1 -1.4
1.1 1.1 1.0
1.0 0.1 -1.5
0.0 -1.6 0.3
-0.1 0.0 -0.1
0.1 0.0 -0.2
0.0 -0.1 0.0
0.2 0.8 0.2
0.0 0.0 -0.2
0.0 -0.2 0.2
-0.1 -0.5 -0.1
0.1 0.4 -0.4
0.0 0.1 0.5
-0.1 -0.3 0.0
-0.1 0.0 -0.2
0.0 0.0 -0.2
0.0 -0.2 0.2
0.0 -0.1 0.0
0.0 0.0 0.0
-0.1 -0.2 0.2
0.1 0.0 -0.1
-0.7 0.4 -0.3
0.0 -0.1 0.1
0.2 0.1 -0.1
0.2 -0.2 0.1
-0.6 -0.2 0.0
0.1 0.4 -0.3
0.1 0.0 0.1
0.0 -0.1 0.1
0.0 -0.2 0.2
0.2 0.1 -0.1
0.1 0.0 0.0

Computed properties:
2S+1 ... 1
Strongest force on any atom ... 4.76 eV/Å
Frontier orbital gap ... 8.3 eV
SMILES ... CC(=O)OCCCCO[C@](CCCCl)(COC/C(Br)=C(/C)Br)[C@@H](C)F.O=[N+]([O-])c1ccccc1.O=[N+]([O-])c1ccccc1


Record 2
A cluster of 12 separate species, H24O12 in total in a non-equilibrium geometry, computed with ωB97M-V/def2-TZVPD.

Element x y z (Å)
O1 -1.212934 -1.668733 2.092976
H1 -1.511824 -1.257383 1.281996
H2 -2.016844 -1.855053 2.578006
O2 2.012766 -0.304813 -3.134994
H3 2.334666 0.218487 -3.869004
H4 1.992716 0.304097 -2.396714
O3 1.159666 -3.500723 2.287706
H5 0.335626 -3.084863 2.034246
H6 0.945836 -3.994213 3.079526
O4 -0.627934 2.569467 1.902556
H7 -1.233444 3.298377 2.037706
H8 -0.889804 1.916437 2.551566
O5 -2.243884 -3.040633 -0.403064
H9 -1.969824 -3.169233 -1.311124
H10 -2.215024 -2.092393 -0.275664
O6 1.886626 3.410477 0.545936
H11 1.007566 3.215807 0.870876
H12 1.858116 4.339867 0.318646
O7 -0.576034 2.660117 -1.600544
H13 0.057926 3.260827 -1.992284
H14 -1.429224 3.019997 -1.842994
O8 2.568096 0.955237 -0.545634
H15 2.392976 1.880757 -0.375374
H16 2.288126 0.507227 0.252576
O9 -3.185494 -0.516153 -1.402584
H17 -2.542954 0.176947 -1.251004
H18 -4.009304 -0.051603 -1.550144
O10 -0.233004 -2.146003 -2.180294
H19 0.127996 -1.586513 -2.867964
H20 -0.363164 -1.558073 -1.436234
O11 1.617276 -0.440203 1.780526
H21 1.578086 -1.320723 2.153866
H22 1.792066 0.130267 2.529016
O12 -0.161634 -0.274713 -0.177764
H23 0.053466 0.657947 -0.168134
H24 0.412726 -0.660313 0.483786

Forces on the atoms, in the same order (eV/Å):
0.3 -0.2 0.5
0.1 0.4 -0.4
-0.2 -0.1 0.1
-0.1 -0.4 -0.7
0.0 0.1 -0.2
0.1 0.2 0.9
0.6 0.1 0.0
-0.8 0.2 -0.2
0.0 -0.1 0.2
0.7 -0.1 -0.6
-0.5 0.5 0.0
-0.2 -0.5 0.4
-0.2 -0.7 0.7
0.3 0.2 -0.4
-0.3 0.2 -0.4
0.7 0.0 -0.2
-0.9 -0.3 0.4
0.0 0.3 -0.1
0.1 -0.5 0.2
0.3 0.2 -0.1
-0.4 0.2 0.0
0.3 -0.3 -0.8
-0.1 0.7 0.2
0.0 -0.4 0.3
-0.1 -0.2 0.0
0.4 0.3 0.1
-0.2 0.1 0.0
-0.3 -0.9 -0.6
0.3 0.2 -0.1
0.2 0.5 0.3
0.5 0.1 0.1
0.1 -0.7 0.2
-0.1 0.4 0.2
-1.0 -0.4 -0.4
-0.1 0.5 -0.2
0.3 0.1 0.3

Computed properties:
2S+1 ... 2
Strongest force on any atom ... 1.17 eV/Å
Frontier orbital gap (spin up / spin down) ... 2.7 / 10.3 eV
ΔE to the lowest compared entry with this formula, charge and spin ... 11.96 kcal per mole
⟨S²⟩ ... 0.750
Charge ... -1


Record 3
The molecule C3H7N3O in a non-equilibrium geometry, computed with ωB97M-V/def2-TZVPD.

Element x y z (Å)
C1 -0.302589 -0.301014 -0.246806
C2 0.515786 1.087543 -0.218682
C3 2.007845 0.251586 0.319659
H1 -3.512256 -0.786158 0.366707
H2 -2.884405 1.098388 0.083499
H3 0.427115 1.633997 -1.314740
H4 -0.051742 1.729550 0.484260
H5 1.938331 -0.017601 1.366642
H6 3.137671 0.833227 0.070719
H7 0.531997 -2.342370 -0.521359
N1 -2.720049 -0.093909 -0.162802
N2 -1.561890 -0.765029 0.126740
N3 0.603327 -1.454951 0.061058
O1 1.870865 -0.873263 -0.414901

Forces on the atoms, in the same order (eV/Å):
-3.7 -2.6 2.9
-0.6 -1.8 -1.3
0.7 3.7 -1.7
2.6 3.3 -1.8
0.9 -4.5 -0.5
1.0 -1.6 2.8
0.7 -0.2 -0.1
-0.2 0.6 0.4
-3.7 -1.7 0.5
-0.4 1.9 0.6
-3.5 1.0 2.5
4.5 2.7 -2.5
1.1 1.3 -1.5
0.5 -2.0 -0.4

Computed properties:
2S+1 ... 1
Strongest force on any atom ... 5.83 eV/Å
Frontier orbital gap ... 8.8 eV
ΔE to the lowest compared entry with this formula, charge and spin ... 179.87 kcal per mole
SMILES ... N/N=C1\CCON1